# 1
C25H31N3O4S | the ωB97M-V functional and the def2-TZVPD basis

Results
F_max: 0.01840 Eh/bohr
gap between HOMO and LUMO: 9.23 eV
spin multiplicity: 1
energy relative to the best compared isomer or geometry (same formula, charge and spin): 1.0083 eV
net charge: 0
LUMO energy: 0.53 eV
SMILES: CC(C)N(C(=O)Cn1cc(S(=O)(=O)CC(=O)NCc2ccccc2)c2ccccc21)C(C)C
HOMO energy: -0.3197 Eh

Last column: natural (NBO) charge in e.
Element x y z (Å)
S 0.90861 3.62523 1.61926  2.2056
O 2.03071 4.17647 0.89302  -0.9684
O 1.14934 0.08603 1.20916  -0.6324
O 0.27061 4.46284 2.59336  -0.9184
O -3.66740 0.14769 1.94507  -0.6419
N -2.53819 -1.07469 0.41554  -0.4384
N 2.74925 1.51349 0.48790  -0.6256
N -2.10373 1.92421 -0.23592  -0.3466
C -0.15480 2.83186 -0.92436  -0.0914
C -1.54890 1.87749 -2.69012  -0.2617
C 0.81379 3.20087 -1.85584  -0.1837
C -3.65355 -2.76336 1.84987  -0.6219
C -3.35349 1.21252 -0.14748  -0.2999
C 4.94468 -2.06020 0.99742  -0.2205
C 0.59616 2.89154 -3.17935  -0.2308
C -1.46242 2.41768 0.85395  0.0638
C 4.47868 -0.79930 0.67291  -0.1578
C 1.52043 2.10729 2.44413  -0.7372
C 1.77939 1.11983 1.33126  0.6748
C -1.33257 2.16242 -1.34527  0.2065
C -0.57133 2.24223 -3.59049  -0.2095
C -0.27530 2.98682 0.48502  -0.4571
C 3.59851 -3.00449 -0.74197  -0.2049
C 3.05904 0.74795 -0.70585  -0.2343
C 3.56278 -0.63052 -0.35742  -0.0449
C -3.20304 0.01699 0.82721  0.6793
C -2.03799 -1.27497 -0.93864  -0.0338
C 3.12878 -1.74311 -1.06263  -0.1988
C -2.32765 -2.16940 1.37485  -0.0301
C -2.86644 -2.33899 -1.66574  -0.6186
C -1.46535 -1.70491 2.54682  -0.6357
C 4.50556 -3.16666 0.29046  -0.2174
C -0.54574 -1.61024 -0.96971  -0.6350
H -2.45541 1.40042 -3.03342  0.2148
H -4.10873 1.86415 0.30627  0.2389
H -4.25912 -3.07968 1.00323  0.2022
H -2.15109 -0.33701 -1.47761  0.2053
H -1.20709 -2.55855 3.16803  0.2067
H 4.82167 0.06265 1.22660  0.2026
H 1.33178 3.16278 -3.92140  0.2165
H -3.69990 0.92246 -1.13854  0.2228
H -3.92189 -2.07418 -1.65359  0.2089
H 2.41704 -1.62116 -1.86552  0.2081
H 2.16755 0.66311 -1.33913  0.2120
H -0.54986 -1.24507 2.18252  0.2408
H -2.01039 -0.98555 3.15019  0.2285
H 3.82701 1.29548 -1.25764  0.2180
H -0.71360 2.03023 -4.63952  0.2164
H 0.75005 1.74897 3.11967  0.2643
H 0.00751 -0.96462 -0.29328  0.2585
H -0.34982 -2.64245 -0.69321  0.2037
H -1.89550 2.33684 1.83181  0.2483
H 2.42155 2.37985 2.98575  0.2610
H 5.65294 -2.18007 1.80408  0.2114
H 4.86814 -4.15153 0.54510  0.2125
H -0.17586 -1.45731 -1.98096  0.2102
H 3.03173 2.48535 0.53154  0.4342
H -4.21008 -2.03013 2.42464  0.2385
H -2.53837 -2.41364 -2.69943  0.2148
H -2.75052 -3.31399 -1.20018  0.2092
H -3.45657 -3.62702 2.47967  0.2095
H 1.69718 3.72650 -1.53036  0.2365
H 3.25120 -3.86371 -1.29688  0.2112
H -1.77993 -2.94372 0.83518  0.2007


# 2
C3H7O2S | the ωB97M-V functional and the def2-TZVPD basis

Results
F_max: 0.01902 Eh/bohr
gap between HOMO and LUMO: 7.70 eV
spin multiplicity: 1
energy relative to the best compared isomer or geometry (same formula, charge and spin): 0.5756 eV
net charge: -1
LUMO energy: 3.49 eV
HOMO energy: -0.1546 Eh

Last column: natural (NBO) charge in e.
Element x y z (Å)
S -1.42797 1.08466 0.31723  -0.0903
O 0.05840 -0.99074 -1.87133  -0.7899
O 2.07067 -0.71717 -0.91150  -0.7890
C 1.13880 -0.39561 -1.66868  0.6105
C -0.69808 -0.34350 1.14990  -0.5316
C 0.34989 0.02943 2.21167  -0.6182
H -0.34392 1.40166 -0.40191  0.1341
H 0.71129 1.03318 2.01436  0.2118
H 1.28490 0.57338 -2.22727  -0.0110
H 1.17865 -0.66548 2.15414  0.2207
H -0.26235 -0.98648 0.39465  0.2753
H -0.07492 -0.05647 3.21260  0.1819
H -1.52366 -0.89496 1.53571  0.1958


# 3
C5H8O2 | the ωB97M-V functional and the def2-TZVPD basis

Results
F_max: 0.02982 Eh/bohr
gap between HOMO and LUMO: 10.23 eV
spin multiplicity: 1
energy relative to the best compared isomer or geometry (same formula, charge and spin): 1.8618 eV
net charge: 0
LUMO energy: 0.73 eV
HOMO energy: -0.3493 Eh

Last column: natural (NBO) charge in e.
Element x y z (Å)
O -0.76869 -1.20168 0.85081  -0.5256
O 0.71102 0.62003 -1.83580  -0.6942
C 0.25155 0.26217 -0.58689  0.2306
C 1.09680 0.19517 0.73505  -0.4556
C -0.36138 -1.13545 -0.55751  -0.0901
C -0.28203 0.07196 1.33646  0.0909
C -0.78751 1.05695 0.23505  -0.4515
H -1.84327 0.96983 -0.01421  0.2130
H 1.21839 1.47305 -1.81479  0.4794
H -0.51608 0.18302 2.41190  0.2058
H 1.74102 -0.71154 0.86370  0.2128
H -0.47624 2.05614 0.48820  0.2033
H 0.43037 -1.86944 -0.81998  0.1805
H -1.20712 -1.27196 -1.19768  0.1891
H 1.60970 1.11937 0.98979  0.2115


# 4
C16H30NOPPd | the ωB97M-V functional and the def2-TZVPD basis

Results
F_max: 0.05316 Eh/bohr
expectation value of S²: 6.03
gap between HOMO and LUMO (alpha / beta): 8.01 / 4.79 eV
spin multiplicity: 5
net charge: +2
LUMO energy (alpha / beta): -5.84 / -10.32 eV
HOMO energy (alpha / beta): -0.5089 / -0.5552 Eh

Last column: Mulliken spin population.
Element x y z (Å)
Pd -0.22317 -0.28272 -0.11726  1.3394
P 1.93411 -0.82735 -0.80557  0.1863
O 1.07696 1.22711 0.94180  0.6764
N -1.87414 -0.97462 -2.77531  -0.0157
C 1.33493 1.72902 3.31023  0.0135
C -2.20772 -0.69154 -4.22311  0.0009
C -1.08348 1.77328 -2.25198  -0.2129
C 0.39948 3.32639 -3.37486  0.1503
C 0.44215 1.64211 2.07233  -0.0215
C -0.89072 2.93178 -3.03332  0.2446
C 1.29291 1.49359 -2.05720  0.2015
C 3.20533 -1.24482 0.40366  0.0212
C 1.49011 2.60360 -2.89456  -0.0290
C 2.20183 -1.91639 -2.24356  0.0346
C -2.49163 1.36427 -1.96136  0.0847
C -0.45645 2.85775 1.88097  0.0866
C 0.00047 1.09365 -1.69302  0.4814
C -2.69144 -0.13395 -1.80217  0.0410
C -2.02164 -2.42628 -2.39618  0.0077
C 2.50124 0.77564 -1.54178  -0.0214
H 3.28887 -2.05548 -2.36992  0.0051
H -0.98955 3.09118 2.80959  -0.0083
H -2.80552 1.82912 -1.01027  -0.0064
H -0.71337 -0.49424 1.60663  0.5005
H 0.11833 3.74114 1.58138  0.0028
H 4.19481 -1.24204 -0.07616  0.0085
H 3.24649 0.57142 -2.32962  0.0231
H -2.80344 -1.52632 -4.61005  0.0009
H -3.20844 1.76450 -2.69634  0.0011
H -2.42404 -0.47226 -0.78613  -0.0181
H 0.72610 2.03261 4.16635  -0.0007
H 2.51719 2.89101 -3.13640  0.0060
H -3.73131 -0.38882 -2.03266  -0.0056
H 2.97219 -2.24670 0.78884  0.0078
H -0.86288 -0.75330 -2.79510  0.0486
H 3.15735 -0.50712 1.21524  -0.0054
H -2.73997 0.25934 -4.26585  0.0000
H -2.52371 -2.95455 -3.21209  0.0019
H -0.28446 0.79807 2.31026  0.1219
H -2.63070 -2.49820 -1.48398  0.0025
H 1.78160 -1.45575 -3.15248  -0.0016
H -1.20535 2.65772 1.10959  0.0031
H 1.71410 -2.88109 -2.03988  0.0017
H 2.15672 2.43951 3.17618  0.0183
H 0.55794 4.19018 -4.02335  -0.0040
H 1.75256 0.74439 3.53297  0.0023
H -1.02840 -2.85064 -2.21270  0.0027
H -1.76700 3.48995 -3.38303  -0.0055
H 2.99596 1.33808 -0.73249  0.0281
H -1.26620 -0.57856 -4.78579  -0.0011


# 5
C8H8F5O4P | the ωB97M-V functional and the def2-TZVPD basis

Results
F_max: 0.00549 Eh/bohr
gap between HOMO and LUMO: 9.52 eV
spin multiplicity: 1
net charge: 0
LUMO energy: 0.22 eV
SMILES: O=P(O)(O)OC(F)(F)C(F)F.Fc1ccccc1
HOMO energy: -0.3417 Eh

Last column: natural (NBO) charge in e.
Element x y z (Å)
P 1.81305 1.47665 -2.31736  2.5284
F -2.00519 0.05469 -1.54375  -0.3120
F -2.58183 1.70539 -2.86801  -0.3148
F -0.66386 3.24663 -2.00361  -0.3161
F 0.70470 -4.31794 2.87689  -0.3274
F -0.38419 2.09379 -0.19199  -0.3223
O 2.14181 2.76299 -1.43681  -0.9885
O 2.24936 1.55659 -3.69963  -1.0625
O 2.33917 0.27921 -1.42128  -0.9777
O 0.23656 1.21216 -2.15475  -0.7871
C 0.94800 -2.36659 1.59244  -0.2873
C 0.20863 -3.12915 2.47358  0.4003
C -2.08084 1.39518 -1.65469  0.5102
C -1.51586 -1.49840 2.53847  -0.1891
C 0.43520 -1.14476 1.17769  -0.1902
C -0.66768 1.99487 -1.50784  0.8568
C -1.01776 -2.72354 2.95836  -0.2883
C -0.79522 -0.70961 1.65231  -0.2322
H -2.73502 1.78854 -0.87137  0.1486
H 3.26868 0.39765 -1.18201  0.5179
H -1.56067 -3.35685 3.64632  0.2296
H 1.90355 -2.73134 1.24084  0.2273
H 2.41678 3.47792 -2.03037  0.5239
H -1.19050 0.24466 1.33819  0.2121
H -2.47455 -1.15993 2.90950  0.2147
H 1.00768 -0.54882 0.47886  0.2257


# 6
C3H4N2S | the ωB97M-V functional and the def2-TZVPD basis

Results
F_max: 0.03594 Eh/bohr
gap between HOMO and LUMO: 8.37 eV
spin multiplicity: 1
energy relative to the best compared isomer or geometry (same formula, charge and spin): 0.0000 eV
net charge: 0
LUMO energy: 0.72 eV
SMILES: S=c1[nH]cc[nH]1
HOMO energy: -0.2811 Eh

Last column: natural (NBO) charge in e.
Element x y z (Å)
S 2.80189 0.00298 -0.00231  -0.3157
N 0.29275 1.06652 0.00196  -0.5398
N 0.29439 -1.05265 -0.00617  -0.5358
C 1.12755 -0.01061 -0.00186  0.2391
C -1.03221 -0.66330 -0.00366  -0.0975
C -1.02786 0.66790 -0.00704  -0.0843
H -1.83186 -1.40776 0.01135  0.2334
H 0.62537 2.01318 -0.01117  0.4336
H -1.86555 1.39001 0.00875  0.2342
H 0.61553 -2.00628 0.01015  0.4328


# 7
C4H10O | the ωB97M-V functional and the def2-TZVPD basis

Results
F_max: 0.00808 Eh/bohr
gap between HOMO and LUMO: 7.57 eV
spin multiplicity: 1
energy relative to the best compared isomer or geometry (same formula, charge and spin): 5.0801 eV
net charge: 0
LUMO energy: 0.69 eV
HOMO energy: -0.2530 Eh

Last column: natural (NBO) charge in e.
Element x y z (Å)
O -0.67576 -0.78280 1.35173  -0.6573
C -0.79550 -0.54708 0.03949  0.2979
C -0.80623 0.78186 -0.44017  -0.5550
C 1.24324 -1.31824 -0.52412  -1.0382
C -0.31442 1.90459 0.43360  -0.6226
H 2.00050 -0.96841 0.18893  0.1996
H -1.43202 0.98280 -1.30517  0.2312
H -1.24969 -1.31797 -0.58016  0.2029
H -0.09186 2.79172 -0.16723  0.2152
H 0.61009 1.61177 0.94758  0.2152
H -0.39625 -1.70146 1.47941  0.4921
H 0.25476 -0.04652 -0.72247  0.4138
H 1.06207 -2.38906 -0.36246  0.1911
H -1.03262 2.19893 1.21078  0.2100
H 1.62368 -1.20013 -1.54974  0.2041


# 8
C3HN2O4S | the ωB97M-V functional and the def2-TZVPD basis

Results
F_max: 0.05716 Eh/bohr
gap between HOMO and LUMO: 8.04 eV
spin multiplicity: 1
energy relative to the best compared isomer or geometry (same formula, charge and spin): 0.7736 eV
net charge: -1
LUMO energy: 3.52 eV
HOMO energy: -0.1661 Eh

Last column: natural (NBO) charge in e.
Element x y z (Å)
S 1.69065 -1.36944 1.38591  -0.1837
O -0.18133 0.89803 -1.40492  -0.6624
O 1.83855 -0.64074 -1.10449  -0.5625
O -1.80492 -1.17232 -0.60287  -0.4862
O -1.24679 -0.87356 1.45386  -0.4202
N 0.38610 2.28952 1.39108  -0.3400
N -1.14377 -0.57777 0.25110  0.4803
C -0.06757 1.40707 0.80268  0.2622
C 1.39149 -0.72969 -0.02593  0.3226
C -0.23068 0.41320 -0.13514  0.0940
H -0.63173 0.35571 -2.01127  0.4959


# 9
H6N2 | the ωB97M-V functional and the def2-TZVPD basis

Results
F_max: 0.02692 Eh/bohr
gap between HOMO and LUMO: 11.04 eV
spin multiplicity: 1
energy relative to the best compared isomer or geometry (same formula, charge and spin): 0.3778 eV
net charge: 0
LUMO energy: 1.12 eV
SMILES: N.N
HOMO energy: -0.3643 Eh

Last column: natural (NBO) charge in e.
Element x y z (Å)
N 0.95358 0.32439 1.13491  -1.0599
N -0.98012 -0.49926 -0.80310  -1.0582
H 0.21935 0.73334 1.72167  0.3636
H -1.19602 -1.49302 -0.93140  0.3663
H -1.43407 0.00582 -1.57085  0.3576
H 0.63129 0.39162 0.16423  0.3429
H 1.77496 0.93176 1.21890  0.3481
H 0.03105 -0.39466 -0.93435  0.3395


# 10
C6H6N2O2 | the ωB97M-V functional and the def2-TZVPD basis

Results
F_max: 0.15422 Eh/bohr
gap between HOMO and LUMO: 8.33 eV
spin multiplicity: 1
energy relative to the best compared isomer or geometry (same formula, charge and spin): 4.9868 eV
net charge: 0
LUMO energy: -0.80 eV
HOMO energy: -0.3354 Eh

Last column: natural (NBO) charge in e.
Element x y z (Å)
O 3.37924 0.64517 -0.34023  -0.5900
O 2.48655 -1.27657 0.39331  -0.6784
N -0.84080 2.07146 0.07945  -0.4382
N -2.44684 -1.30594 -0.17157  -0.7839
C -0.06775 -0.63062 -0.21994  -0.1877
C -1.36137 -0.40681 -0.06281  0.0783
C -1.82716 1.15492 -0.03002  0.1183
C 0.46341 1.74197 0.10848  0.0786
C 2.31484 0.04564 -0.06740  0.7388
C 0.97182 0.42141 -0.07794  -0.2256
H 1.01159 2.69565 0.23916  0.2265
H 3.42456 -1.16603 0.31222  0.4938
H -1.96438 -2.36324 -0.38290  0.3798
H 0.30046 -1.72785 -0.89111  0.2327
H -3.01996 -1.30152 1.19958  0.3583
H -2.82420 1.40235 -0.08830  0.1989


# 11
C6H4O2 | the ωB97M-V functional and the def2-TZVPD basis

Results
F_max: 0.11237 Eh/bohr
gap between HOMO and LUMO: 9.00 eV
spin multiplicity: 1
energy relative to the best compared isomer or geometry (same formula, charge and spin): 3.1394 eV
net charge: 0
LUMO energy: 0.60 eV
SMILES: C#Cc1ccoc1O
HOMO energy: -0.3087 Eh

Last column: natural (NBO) charge in e.
Element x y z (Å)
O 1.78799 -0.88172 0.47672  -0.6395
O -0.33548 -1.22231 1.14414  -0.4833
C -0.28148 0.25522 -0.48507  -0.3015
C 0.95853 2.08057 -1.99593  -0.2403
C -1.58928 -0.54133 1.22605  0.0378
C -1.58495 0.22455 0.11196  -0.2390
C 0.38774 1.15736 -1.35452  -0.0099
C 0.46727 -0.57094 0.25309  0.6411
H 1.62633 -1.51130 1.37686  0.5093
H -2.39185 0.97915 -0.19669  0.2417
H 1.21818 2.93382 -2.60619  0.2455
H -2.21975 -1.20204 1.92570  0.2382


# 12
C19H24N2O4S | the ωB97M-V functional and the def2-TZVPD basis

Results
F_max: 0.01250 Eh/bohr
gap between HOMO and LUMO: 8.22 eV
spin multiplicity: 1
energy relative to the best compared isomer or geometry (same formula, charge and spin): 0.6203 eV
net charge: 0
LUMO energy: 0.61 eV
SMILES: CCOC(=O)CN(Cc1sccc1C)C(=O)Nc1ccc(OCC)cc1
HOMO energy: -0.2797 Eh

Last column: natural (NBO) charge in e.
Element x y z (Å)
S 5.17649 -1.42397 -0.30075  0.4347
O -0.08284 -2.82991 -0.46375  -0.6571
O 1.45706 1.31357 -0.17407  -0.6389
O -6.10550 -0.57205 -0.21011  -0.4963
O 3.51511 1.30049 -1.06864  -0.4966
N 1.53751 -1.46824 -1.24998  -0.4461
N -0.59607 -0.64536 -0.94923  -0.6427
C 3.51736 -1.68170 0.13906  -0.2250
C 1.88546 -1.16615 2.00909  -0.6483
C 3.22845 -1.13957 1.35967  -0.0487
C -6.81538 0.56781 0.22323  -0.0604
C 2.27017 0.87119 -0.95112  0.8117
C -3.96801 0.63258 -0.24546  -0.2534
C 1.96757 -0.26778 -1.92393  -0.3256
C 2.58984 -2.36690 -0.81013  -0.2586
C -1.97802 -0.65033 -0.72612  0.1286
C 5.47402 -0.59259 1.17263  -0.4145
C -2.75904 -1.79818 -0.83576  -0.2096
C 0.24184 -1.72409 -0.84610  0.8056
C 3.53701 3.71929 -0.75245  -0.6351
C -6.65191 0.83238 1.71783  -0.6385
C 3.93955 2.35959 -0.20285  -0.0766
C -4.12139 -1.72507 -0.64508  -0.2374
C 4.36274 -0.51623 1.94422  -0.2488
C -4.74758 -0.51361 -0.34858  0.2677
C -2.59934 0.55787 -0.43402  -0.2353
H -2.00323 1.45598 -0.34823  0.2077
H -5.61202 1.03254 1.96399  0.2130
H -4.40507 1.59343 -0.02291  0.2077
H -6.97533 -0.03867 2.28207  0.2151
H 6.45738 -0.21833 1.37738  0.2344
H 1.32358 -0.27026 1.73842  0.2379
H 3.14999 -2.73434 -1.67699  0.2026
H -4.73452 -2.60846 -0.72616  0.2232
H 3.93055 4.50081 -0.10929  0.2193
H 2.87389 -0.49126 -2.49270  0.2305
H -0.16697 0.26656 -0.84768  0.4240
H 1.99176 -1.18524 3.09142  0.2198
H 3.50171 2.19973 0.78741  0.2024
H 4.33847 -0.03720 2.90736  0.2216
H -7.25638 1.68745 2.00844  0.2123
H -7.86107 0.33547 0.00117  0.1916
H 1.18424 0.06280 -2.61435  0.2410
H 5.02471 2.25779 -0.14963  0.1966
H -2.29142 -2.74321 -1.05362  0.2458
H 2.08665 -3.21317 -0.33198  0.2663
H 2.45354 3.80404 -0.78493  0.2210
H 3.93329 3.85193 -1.75619  0.2117
H -6.52955 1.45122 -0.36216  0.1659
H 1.31069 -2.03262 1.69162  0.2336